Record 1
A molecular structure, C33H41Cl2FGe2N2OSSeSiTi at a distorted geometry, computed with ωB97M-V with the def2-TZVPD basis set.

```
86
C33H41Cl2FGe2N2OSSeSiTi (ωB97M-V with the def2-TZVPD basis set)
Ti 0.2418 -0.8268 0.7339
Cl 2.1713 0.2907 1.8973
C 3.2820 0.9750 0.7365
C 4.4364 1.5647 1.2133
C 5.3022 2.1216 0.2845
C 4.9999 2.0683 -1.0681
C 3.8252 1.4783 -1.5014
Cl 3.5202 1.4145 -3.2017
C 2.9144 0.9217 -0.5999
S 1.4241 0.1725 -1.1241
H 4.6447 1.5823 2.2716
H 6.2201 2.5842 0.6139
H 5.6764 2.4801 -1.8007
C 3.1264 -2.7486 1.1690
Si 1.7387 -3.6536 0.3070
C 1.1987 -5.1588 1.2853
C 2.4416 -4.0430 -1.3842
N 0.2942 -2.5665 0.0294
C -0.5626 -3.0234 -1.0101
C -0.7190 -4.3642 -1.3651
C -1.5661 -4.7250 -2.4019
C -2.2719 -3.7653 -3.1144
C -2.1333 -2.4240 -2.7921
C -1.2840 -2.1063 -1.7609
F -1.1203 -0.7871 -1.3998
H 3.8949 -3.5241 1.2352
H 2.9582 -2.3978 2.1832
H 3.5413 -1.9485 0.5523
H 1.8009 -5.2476 2.1875
H 1.3124 -6.0743 0.7072
H 0.1593 -5.0855 1.6044
H 3.4155 -4.5157 -1.2482
H 2.6024 -3.1096 -1.9293
H 1.8457 -4.6946 -2.0146
H -0.2074 -5.1328 -0.8094
H -1.6771 -5.7694 -2.6507
H -2.9286 -4.0554 -3.9207
H -2.6706 -1.6450 -3.3127
C -2.5166 1.3614 -3.2095
Ge -1.1714 2.4920 -2.3463
C -1.8542 4.2974 -2.0351
C 0.2830 2.5165 -3.6463
Ge -0.5474 1.7765 -0.0749
C 0.7228 3.0600 0.6695
C 1.5141 3.7815 -0.2227
C 2.4225 4.7304 0.2215
C 2.5598 4.9708 1.5780
C 1.7861 4.2602 2.4837
C 0.8839 3.3130 2.0334
C -2.1366 1.7132 1.0823
C -3.3704 1.8288 0.4366
C -4.5487 1.9011 1.1653
C -4.5157 1.8312 2.5498
C -3.3005 1.6979 3.2038
C -2.1223 1.6367 2.4764
H -2.8781 1.8976 -4.0877
H -3.3780 1.0995 -2.6004
H -2.0410 0.4433 -3.5527
H -2.1328 4.7344 -2.9931
H -1.0979 4.9294 -1.5747
H -2.7313 4.2933 -1.3916
H -0.1188 2.9714 -4.5525
H 0.5973 1.5013 -3.8824
H 1.1623 3.0804 -3.3577
H 1.4377 3.6083 -1.2850
H 3.0212 5.2757 -0.4944
H 3.2643 5.7109 1.9304
H 1.8872 4.4461 3.5439
H 0.3126 2.7606 2.7733
H -3.4274 1.8670 -0.6414
H -5.4926 2.0060 0.6480
H -5.4346 1.8805 3.1164
H -3.2680 1.6403 4.2834
H -1.1921 1.5351 3.0176
Se -0.1982 -1.0150 3.2810
C 1.0028 -2.3260 3.8049
N 1.7400 -3.1380 4.1562
C -3.2936 -2.7085 2.4268
C -2.8694 -2.4078 1.0063
O -2.0325 -1.2245 0.9143
H -3.9551 -3.5744 2.4304
H -3.8423 -1.8711 2.8605
H -2.4379 -2.9242 3.0616
H -3.7345 -2.2378 0.3569
H -2.2892 -3.2181 0.5816
H -2.5164 -0.4653 1.2529
```

Its total charge is +1. The HOMO energy (alpha / beta) comes out at -10.9 / -10.9 eV. Its spin multiplicity is 2. Its LUMO energy (alpha / beta) is -4.1 / -4.8 eV. As for the energy above the lowest of the compared OMol25 structures with the same formula, charge and spin: 0.0 kJ/mol. The calculation puts the electronic energy at -287879.78711 eV.

Mulliken atomic charge list, values in e, 8 entries:
1 Ti 0.332
2 Cl -0.605
3 C 0.476
4 C -0.944
5 C -0.709
6 C -0.643
7 C 0.363
8 Cl -0.149


Record 2
A molecular structure, C33H41DyN5 at a distorted geometry, computed with ωB97M-V with the def2-TZVPD basis set.

```
80
C33H41DyN5 (ωB97M-V with the def2-TZVPD basis set)
Dy -0.1179 -0.2506 0.1093
N -3.6121 -2.9969 1.3734
N -1.9844 0.6923 -1.5947
C 1.9339 -1.3410 -0.5547
C 0.9136 -2.1633 -1.1710
C 0.3615 -2.9946 -0.1441
C -0.6871 -4.0342 -0.2946
H -0.9166 -4.2103 -1.3465
H -1.6103 -3.6889 0.2092
H -0.4038 -4.9944 0.1527
C 0.9879 -2.6832 1.0898
C 0.7496 -3.3949 2.3716
H 1.3573 -4.3109 2.4638
H -0.3041 -3.6909 2.4574
H 0.9984 -2.7536 3.2232
C 1.9699 -1.6772 0.8484
C 2.9087 -1.1385 1.8664
H 2.3819 -0.9045 2.8027
H 3.3976 -0.2272 1.5030
H 3.6966 -1.8719 2.1037
C 0.5497 -2.1742 -2.6209
H 1.1717 -2.8913 -3.1835
H 0.6983 -1.1877 -3.0865
H -0.5041 -2.4541 -2.7542
C 2.7759 -0.3238 -1.2456
H 3.0446 0.5068 -0.5734
H 2.2557 0.1027 -2.1161
H 3.7101 -0.7868 -1.6020
C -4.2621 -2.8423 2.5451
H -4.4197 -3.7167 3.2364
C -4.8812 -1.6315 3.0257
H -5.4835 -1.5778 3.9334
C -4.6632 -0.5094 2.1962
H -5.0269 0.4940 2.4775
C -3.8754 -0.5740 1.0370
H -3.5553 0.2715 0.4100
C -3.1549 -1.8273 0.6068
C -2.1151 -1.8657 -0.2645
H -2.7906 -1.8336 -1.4559
C -0.8639 1.3211 -1.3546
C -2.5482 1.0228 -2.7755
H -3.5089 0.6422 -3.0506
C -1.8399 1.9903 -3.3409
H -1.9027 2.4601 -4.3144
N -0.7066 2.2007 -2.4696
C 0.5528 2.6985 -2.8071
C 1.1697 2.3911 -4.1071
C 2.4679 2.8088 -4.3281
H 2.9140 2.7283 -5.3248
C 3.2182 3.3949 -3.3139
C 4.5456 3.9944 -3.6299
H 5.2149 3.8936 -2.7683
H 4.4673 5.0680 -3.8666
H 4.9716 3.4859 -4.5019
C 2.7063 3.5120 -2.0282
H 3.3125 3.9699 -1.2463
C 1.4205 3.1495 -1.7414
C 0.9017 3.1637 -0.3186
H -0.1933 3.2038 -0.2656
H 1.3152 4.0485 0.1695
H 1.2625 2.3177 0.3068
C 0.4452 1.5254 -5.1124
H -0.5240 1.9535 -5.3549
H 0.2892 0.4846 -4.7917
H 1.0227 1.4763 -6.0341
C -2.4352 -0.8550 5.4642
C -1.4942 -0.3031 4.4821
C -0.6008 0.7741 4.5593
C 0.0176 0.8753 3.3075
N -0.5241 -0.0562 2.4602
N -1.3961 -0.7868 3.2287
C 1.0822 1.8255 2.9091
H -2.3856 -0.2799 6.3980
H -3.4693 -0.8118 5.0901
H -2.1967 -1.9040 5.6950
H -0.4219 1.4128 5.4019
H -1.8927 -1.5988 2.8698
H 0.6730 2.6580 2.3054
H 1.5357 2.2721 3.8133
H 1.9033 1.3281 2.3509
```

Its total charge is -1. The HOMO energy (alpha / beta) comes out at -1.5 / -3.0 eV. Its spin multiplicity is 6. Its LUMO energy (alpha / beta) is 2.6 / 2.6 eV. The calculation puts the electronic energy at -66415.36487 eV.

Mulliken atomic charge list, values in e, 8 entries:
1 Dy -0.325
2 N -0.548
3 N 0.066
4 C 0.500
5 C 1.000
6 C -0.171
7 C -1.171
8 H 0.378


Record 3
2 unconnected molecules or ions with the total composition C33H41N4O at a distorted geometry, computed with ωB97M-V with the def2-TZVPD basis set.

```
79
C33H41N4O (ωB97M-V with the def2-TZVPD basis set)
C -4.6508 3.4380 -0.4879
N -3.3064 3.1006 -0.0752
C -2.8476 3.3908 1.1833
O -3.4380 4.0487 2.0322
C -1.4391 2.8028 1.3170
C -1.2487 1.8288 2.4790
C -1.3700 2.5137 3.8168
C -2.2935 2.0538 4.7576
C -2.5295 2.7732 5.9293
C -1.7860 3.9303 6.1944
C -0.8304 4.3764 5.2713
C -0.5950 3.6397 4.1087
N -1.2415 2.1933 -0.0090
C -0.0609 1.6739 -0.4193
C 0.0572 0.9188 -1.5693
C 1.2931 0.6717 -2.1995
C 1.3188 -0.1298 -3.4230
C 2.4824 -0.1465 -4.2325
C 2.5557 -0.9425 -5.3606
C 1.4225 -1.6069 -5.8464
C 1.4337 -2.3684 -7.1254
C 0.2433 -1.5381 -5.1058
C 0.1924 -0.9063 -3.8596
C -2.4567 2.2050 -0.8532
C -3.1008 0.8135 -0.9304
C -2.2276 2.8252 -2.2565
H -5.1127 4.0766 0.2703
H -4.6256 3.9798 -1.4445
H -5.2551 2.5256 -0.6087
H -0.7219 3.6385 1.4202
H -1.9705 1.0020 2.4030
H -0.2477 1.3855 2.3767
H -2.8541 1.1460 4.5411
H -3.2915 2.4331 6.6347
H -1.9598 4.4928 7.1067
H -0.2667 5.2928 5.4533
H 0.1713 3.9494 3.4003
H 0.8007 1.8766 0.2216
H -0.8548 0.5674 -2.0585
H 2.0824 1.4305 -2.0531
H 3.3521 0.5095 -4.0350
H 3.5068 -1.0380 -5.8986
H 0.4626 -2.2927 -7.6251
H 2.1915 -1.9951 -7.8117
H 1.6228 -3.4332 -6.9602
H -0.6667 -2.0165 -5.4935
H -0.7304 -0.9658 -3.2601
H -3.5565 0.5840 0.0414
H -3.8720 0.8069 -1.7121
H -2.3631 0.0387 -1.1611
H -1.9828 3.8941 -2.1519
H -1.4203 2.3211 -2.8005
H -3.1496 2.7347 -2.8475
C 2.5914 -5.3756 1.3264
N 1.7696 -4.2815 1.7273
C 0.5675 -4.5324 2.4558
C 0.1549 -3.1608 3.0341
C 1.3770 -2.2608 2.8975
C 2.3622 -2.9851 1.9387
C 2.7443 -2.2794 0.6516
C 3.5380 -2.8770 -0.3545
C 3.8548 -2.0800 -1.4617
C 3.4499 -0.7421 -1.4755
N 2.4838 -0.2533 -0.6974
C 2.2164 -0.9678 0.4089
H 3.5901 -5.0304 1.0673
H 2.6766 -6.1645 2.0931
H 2.1720 -5.8842 0.4497
H -0.2367 -4.9184 1.8014
H 0.6832 -5.2829 3.2590
H -0.6384 -2.7595 2.3906
H -0.2310 -3.2021 4.0626
H 1.0393 -1.2909 2.5444
H 1.8925 -2.1209 3.8565
H 3.3090 -3.1532 2.4941
H 3.9324 -3.9006 -0.3464
H 4.3898 -2.4825 -2.3286
H 3.8776 -0.0758 -2.2127
H 1.5689 -0.4424 1.1345
```

Its total charge is +1. The HOMO energy comes out at -10.2 eV. Its LUMO energy is -4.1 eV. As for the energy above the lowest of the compared OMol25 structures with the same formula, charge and spin: 52.9 kJ/mol. The calculation puts the electronic energy at -42886.64618 eV.

Mulliken atomic charge list, values in e, 8 entries:
1 C -0.965
2 N 0.217
3 C 0.052
4 O -0.685
5 C -0.007
6 C -0.241
7 C 0.366
8 C -0.408